# 1
2 unconnected molecules or ions with the total composition C4H10O at a distorted geometry, computed with ωB97M-V/def2-TZVPD.

XYZ file:
```
15
Properties=species:S:1:pos:R:3:forces:R:3
C 2.063773 1.299520 -1.244152 -0.330 2.657 0.408
C 0.884195 1.423821 -0.338491 2.510 -0.596 1.454
C -0.373031 1.646975 -0.878085 0.269 -0.259 3.002
C 1.053179 1.059333 1.175066 2.728 1.058 -2.513
H 2.808217 2.191492 -1.267275 -1.020 -0.948 0.957
H 1.749091 1.443485 -2.268262 -0.017 -1.111 -0.517
H 2.644653 0.470702 -0.889850 0.420 -0.657 -0.502
H -1.199324 1.639551 -0.227918 -1.076 0.002 0.705
H -0.542667 1.820954 -1.846339 -0.436 0.642 -3.750
H 2.151063 0.735792 1.259029 -1.728 -0.154 0.028
H 0.343701 0.246191 1.324127 -0.099 0.403 1.029
H 1.131481 2.010296 1.782393 -1.211 -1.031 -0.303
H -4.419179 -5.216118 1.832192 -1.370 2.750 4.679
H -4.080680 -5.065110 0.458724 0.232 0.669 -1.255
O -4.214471 -5.706883 1.128841 1.128 -3.425 -3.422
```
Forces are in eV/Å.

The spin multiplicity is 2. The net charge is +1. For the HOMO-LUMO gap (spin up / spin down), the calculation gives 8.34 / 4.47 eV. For the molar mass, the calculation gives 74.123 g mol⁻¹. Its total energy is -6346.764 eV. Its HOMO energy (spin up / spin down) is -13.40 / -13.40 eV. The strongest force on any atom comes out at 5.60 eV/A.

---

# 2
2 unconnected molecules or ions with the total composition C4H10O2, computed with ωB97M-V/def2-TZVPD.

XYZ file:
```
16
Properties=species:S:1:pos:R:3:forces:R:3
C -1.410217 -1.364788 -0.448426 -0.034 -0.043 0.016
C -0.238241 -0.955716 0.400401 -0.016 0.014 0.258
O -0.335148 -0.708313 1.586242 0.002 -0.123 -0.444
C 1.130433 -0.857118 -0.255852 -0.138 -0.085 -0.119
O 2.056248 -0.299166 0.626379 0.031 -0.093 0.151
H -1.151514 -2.225991 -1.073163 -0.034 0.114 0.061
H -2.261541 -1.603884 0.190949 0.111 0.025 -0.099
H -1.684456 -0.541280 -1.118763 0.086 -0.095 0.111
H 1.427166 -1.874583 -0.561110 -0.053 0.108 0.035
H 1.057556 -0.255967 -1.173877 -0.028 -0.080 0.139
H 1.589143 -0.263360 1.481728 0.140 0.020 -0.067
C -0.061678 2.224684 0.081426 -0.022 0.037 -0.008
H -0.464623 1.957385 -0.901290 0.065 0.067 0.149
H -0.778025 1.944509 0.857865 0.105 0.077 -0.119
H 0.112805 3.301713 0.113922 -0.048 -0.116 -0.019
H 0.880821 1.699140 0.254561 -0.165 0.176 -0.044
```
Forces are in eV/Å.

For the HOMO-LUMO gap, the calculation gives 11.18 eV. For the molar mass, the calculation gives 90.122 g mol⁻¹. Its total energy is -8404.838 eV. The SMILES is CC(=O)CO.C. Its HOMO energy is -10.34 eV. The strongest force on any atom comes out at 0.46 eV/A.

---

# 3
2 unconnected molecules or ions with the total composition C4H10O2, computed with ωB97M-V/def2-TZVPD.

XYZ file:
```
16
Properties=species:S:1:pos:R:3:forces:R:3
C 0.292943 1.056778 1.683881 -0.007 0.024 -0.002
C 0.493734 -0.277656 0.996027 0.030 -0.042 0.222
O 0.559731 -0.070672 -0.407618 -0.006 0.100 -0.025
C 0.686097 -1.275086 -1.136275 0.066 -0.186 -0.122
C -2.317579 0.653261 -1.512281 0.380 -0.029 0.144
O -1.250815 1.376890 -1.696624 -0.255 -0.023 -0.046
H 1.109154 1.743261 1.439747 -0.107 -0.095 0.026
H 0.271866 0.918672 2.769496 -0.004 0.010 -0.163
H -0.653434 1.515287 1.378789 0.134 -0.067 0.041
H -0.334459 -0.966648 1.223739 0.110 0.089 -0.047
H 1.430815 -0.752500 1.321900 -0.123 0.044 -0.005
H -0.153784 -1.953130 -0.927972 0.132 0.096 -0.008
H 1.630262 -1.773592 -0.882718 -0.120 0.015 -0.058
H -1.993663 -0.198257 -0.829201 -0.130 0.184 -0.148
H 0.683326 -1.019286 -2.198417 0.020 -0.048 0.156
H -0.454193 1.022678 -1.222472 -0.123 -0.071 0.035
```
Forces are in eV/Å.

For the HOMO-LUMO gap, the calculation gives 9.08 eV. For the molar mass, the calculation gives 90.122 g mol⁻¹. Its total energy is -8401.625 eV. Its HOMO energy is -8.25 eV. The strongest force on any atom comes out at 0.41 eV/A.

---

# 4
2 unconnected molecules or ions with the total composition C4H10O2, computed with ωB97M-V/def2-TZVPD.

XYZ file:
```
16
Properties=species:S:1:pos:R:3:forces:R:3
C -1.404723 -1.354276 -0.448562 -0.034 -0.031 0.021
C -0.224733 -0.971287 0.403574 -0.014 0.019 0.192
O -0.319257 -0.733153 1.590636 0.008 -0.107 -0.386
C 1.143017 -0.869625 -0.255502 -0.143 -0.075 -0.125
O 2.073481 -0.313662 0.623896 0.022 -0.083 0.151
H -1.175584 -2.226126 -1.070537 -0.004 0.123 0.079
H -2.265018 -1.562310 0.189820 0.116 0.015 -0.099
H -1.650378 -0.524734 -1.122665 0.075 -0.103 0.107
H 1.443550 -1.882962 -0.570912 -0.070 0.112 0.045
H 1.062774 -0.260931 -1.167589 -0.019 -0.080 0.123
H 1.614061 -0.276344 1.482802 0.118 0.001 -0.072
C -0.084010 2.226471 0.079466 -0.019 0.027 -0.008
H -0.471132 1.947502 -0.906336 0.064 0.066 0.151
H -0.819515 1.970174 0.846273 0.108 0.068 -0.118
H 0.105232 3.301533 0.095844 -0.049 -0.123 -0.012
H 0.847653 1.691319 0.280134 -0.159 0.172 -0.050
```
Forces are in eV/Å.

For the HOMO-LUMO gap, the calculation gives 11.18 eV. For the molar mass, the calculation gives 90.122 g mol⁻¹. Its total energy is -8404.844 eV. The SMILES is CC(=O)CO.C. Its HOMO energy is -10.33 eV. The strongest force on any atom comes out at 0.40 eV/A.

---

# 5
A single C4H10O2 molecule, computed with ωB97M-V/def2-TZVPD.

XYZ file:
```
16
Properties=species:S:1:pos:R:3:forces:R:3
C 2.373879 -0.773116 -0.391668 0.221 -0.126 -0.125
O 1.399513 -0.115167 0.380504 0.006 0.071 0.036
C 0.276199 0.309191 -0.365156 -0.174 0.032 -0.119
C -0.883120 0.491388 0.617090 -0.050 0.213 -0.250
C -2.232156 0.540050 -0.089247 -0.029 0.037 -0.036
O -0.909895 -0.608171 1.502207 0.175 -0.135 0.110
H 1.920263 -1.551234 -1.024420 0.064 0.115 0.119
H 2.922983 -0.073334 -1.037860 -0.090 -0.069 0.079
H 3.075146 -1.245006 0.300980 -0.068 0.097 -0.117
H 0.009327 -0.464690 -1.102507 0.025 0.057 0.125
H 0.495165 1.242464 -0.907911 -0.064 -0.121 0.079
H -0.724861 1.426952 1.180281 -0.010 -0.186 -0.028
H -2.997683 0.208957 0.616940 0.060 0.124 -0.072
H -2.256785 -0.139105 -0.948857 0.012 0.060 0.145
H -2.488045 1.546328 -0.432230 0.091 -0.101 0.012
H 0.020070 -0.795510 1.701859 -0.167 -0.067 0.042
```
Forces are in eV/Å.

For the HOMO-LUMO gap, the calculation gives 11.10 eV. For the molar mass, the calculation gives 90.122 g mol⁻¹. Its total energy is -8404.488 eV. The SMILES is COC[C@@H](C)O. Its HOMO energy is -10.10 eV. The strongest force on any atom comes out at 0.33 eV/A.

---

# 6
A single C4H10O2 molecule at a distorted geometry, computed with ωB97M-V/def2-TZVPD.

XYZ file:
```
16
Properties=species:S:1:pos:R:3:forces:R:3
C -1.299351 -1.562774 1.351588 -0.397 -0.584 0.086
O -1.364389 -0.260227 1.865879 -0.089 -0.011 -0.483
C -0.309099 0.407060 1.250018 0.446 0.097 -0.763
C -0.205026 0.317911 -0.422052 -0.099 0.538 0.495
O 1.161489 0.579467 -0.577402 0.288 0.386 0.263
C 1.604988 0.965917 -1.844637 0.127 0.188 -0.283
H -2.265822 -2.042061 1.479492 0.006 -0.136 0.056
H -1.050629 -1.428743 0.302900 -0.396 -1.053 0.092
H -0.503359 -2.151813 1.825768 -0.091 0.015 0.067
H -0.360187 1.436065 1.656074 0.115 -0.233 -1.003
H 0.644289 -0.017120 1.605767 -0.049 0.033 -0.305
H -0.420729 -0.557125 -1.118797 -0.082 0.298 1.572
H -0.880359 1.074369 -0.851234 0.394 0.463 0.169
H 1.505943 0.179398 -2.613262 -0.116 0.042 0.268
H 1.076922 1.863974 -2.192516 0.060 -0.065 -0.025
H 2.665318 1.195702 -1.717587 -0.118 0.023 -0.205
```
Forces are in eV/Å.

For the HOMO-LUMO gap, the calculation gives 10.73 eV. For the molar mass, the calculation gives 90.122 g mol⁻¹. Its total energy is -8402.758 eV. The SMILES is COCCOC. Its HOMO energy is -9.73 eV. The strongest force on any atom comes out at 1.60 eV/A.

---

# 7
A single C4H10O2 molecule, computed with ωB97M-V/def2-TZVPD.

XYZ file:
```
16
Properties=species:S:1:pos:R:3:forces:R:3
C -1.294502 -1.008149 -0.345146 -0.031 -0.042 -0.028
C -0.236727 -0.055994 0.194859 -0.094 -0.010 -0.293
C -0.699708 1.396664 0.055813 0.025 0.063 0.004
O -0.022607 -0.364288 1.562399 0.133 0.050 0.117
C 1.095983 -0.304734 -0.527508 -0.199 -0.128 -0.176
O 2.133248 0.341896 0.208171 0.168 -0.041 -0.028
H -1.022850 -2.046240 -0.127467 -0.015 0.156 -0.031
H -2.267718 -0.804395 0.113219 0.163 -0.010 -0.042
H -1.395242 -0.887305 -1.430049 -0.007 -0.025 0.145
H -0.956352 1.641638 -0.981876 0.072 -0.067 0.139
H -1.588834 1.545554 0.677157 0.138 -0.016 -0.091
H 0.076744 2.090748 0.394571 -0.075 -0.111 -0.048
H 0.846482 0.028071 1.749302 -0.217 -0.085 0.194
H 1.268493 -1.388638 -0.567404 0.000 0.180 0.015
H 1.071568 0.084110 -1.554420 -0.033 -0.030 0.161
H 2.850505 -0.283828 0.343923 -0.027 0.117 -0.038
```
Forces are in eV/Å.

For the HOMO-LUMO gap, the calculation gives 10.81 eV. For the molar mass, the calculation gives 90.122 g mol⁻¹. Its total energy is -8405.071 eV. The SMILES is CC(C)(O)CO. Its HOMO energy is -10.06 eV. The strongest force on any atom comes out at 0.31 eV/A.

---

# 8
A single C4H10O2 molecule, computed with ωB97M-V/def2-TZVPD.

XYZ file:
```
16
Properties=species:S:1:pos:R:3:forces:R:3
C -2.100586 -1.269429 0.209664 -0.260 -0.033 0.021
O -0.693032 -1.328898 0.180706 0.037 -0.025 -0.027
C -0.087166 -0.304656 -0.591494 0.049 0.144 -0.088
C 1.111140 0.215554 0.201420 0.091 0.019 -0.333
C 1.652380 1.514913 -0.363786 0.010 0.021 -0.028
O 0.696249 0.467098 1.527463 -0.070 -0.155 0.162
H -2.448081 -0.282930 0.552925 0.051 -0.173 -0.048
H -2.540639 -1.473151 -0.776994 0.084 0.020 0.115
H -2.439342 -2.033914 0.913964 0.022 0.115 -0.130
H -0.796852 0.520601 -0.754079 0.085 -0.104 0.078
H 0.215368 -0.699819 -1.571747 -0.008 0.073 0.126
H 1.901195 -0.555495 0.187567 -0.134 0.116 0.052
H 2.457868 1.885268 0.275979 -0.076 -0.058 -0.107
H 0.860109 2.271294 -0.381648 0.107 -0.100 -0.008
H 2.042846 1.383282 -1.377975 -0.057 -0.010 0.119
H 0.168543 -0.309717 1.768036 0.068 0.150 0.094
```
Forces are in eV/Å.

For the HOMO-LUMO gap, the calculation gives 11.01 eV. For the molar mass, the calculation gives 90.122 g mol⁻¹. Its total energy is -8404.510 eV. The SMILES is COC[C@@H](C)O. Its HOMO energy is -10.00 eV. The strongest force on any atom comes out at 0.35 eV/A.

---

Which of these has the lowest strongest force on any atom?
number 7

---

Which formula does entry 6 have?
C4H10O2

---

What is the strongest force on any atom in the sixth record?
1.60 eV/A

---

What is the formula in the second record?
C4H10O2